This record from OMol25 describes C4H5N3O2 in the gas phase at a distorted geometry. The level of theory is ωB97M-V/def2-TZVPD.

Each line ends with the Mulliken charge.
Cartesian coordinates (Å):
H1 0.7000 2.3142 0.5934  0.25
C1 0.9880 1.2117 0.5227  -0.33
O1 -2.1591 -2.2111 0.4819  -0.62
O2 -1.0732 -1.9687 -1.4767  -0.20
C2 0.1123 -0.2736 -1.0784  0.23
N1 -0.1150 -1.0461 -2.0587  -0.50
C3 -1.3648 -1.6108 -0.2153  0.67
N2 1.1598 0.7041 -0.9290  -0.33
H2 1.1958 1.5011 -1.6972  0.33
H3 -0.9292 1.0295 1.5782  0.26
C4 -0.1690 0.2895 1.1156  -0.45
N3 -0.6166 -0.5492 0.0401  0.16
H4 0.2738 -0.4544 1.9151  0.28
H5 1.9972 1.0638 1.2084  0.23

Output
* structure (SMILES): O=c1onc2n1CCN2
* molecular weight: 127.1 u
* energy relative to the best compared isomer or geometry (same formula, charge and spin): 85.7 kcal/mol
* highest occupied orbital energy: -9.52 eV
* net charge: 0
* frontier orbital gap: 9.883 eV

This record from OMol25 describes C6H10N2O in the gas phase at a distorted geometry. The level of theory is ωB97M-V/def2-TZVPD.

Each line ends with the Mulliken charge.
Cartesian coordinates (Å):
H1 -1.5327 -2.2736 -0.0668  0.44
C1 0.1593 2.1828 -1.5172  -0.85
N1 0.4792 1.4827 1.3105  -0.57
C2 1.1523 -1.5943 0.3392  -1.67
C3 -0.5857 -0.9399 2.0141  -0.10
C4 0.1725 0.6937 0.4112  -0.16
H2 1.4737 -1.5601 -0.6999  0.38
H3 0.9499 -2.6271 0.6138  0.40
C5 -1.2791 -1.2562 -0.3556  -1.65
H4 -0.7892 2.6678 -1.2624  0.33
O1 0.2319 0.8589 -1.0348  -0.26
H5 1.9479 -1.2087 0.9725  0.42
H6 0.2505 2.1465 -2.6017  0.24
H7 0.9836 2.7920 -1.1276  0.32
C6 -0.1208 -0.7602 0.5061  2.22
H8 0.6061 2.4590 1.0669  0.28
H9 -2.1539 -0.6214 -0.2334  0.38
H10 -0.9853 -1.2493 -1.4027  0.37
N2 -0.9602 -1.1925 3.0676  -0.51

Output
* structure (SMILES): [H]/N=C(\OC)C(C)(C)C#N
* molecular weight: 126.2 u
* energy relative to the best compared isomer or geometry (same formula, charge and spin): 32.6 kcal/mol
* highest occupied orbital energy: -10.66 eV
* net charge: 0
* frontier orbital gap: 11.281 eV

This record from OMol25 describes a molecular structure, C30H28ClGeN3O8PtS at a distorted geometry. The level of theory is ωB97M-V/def2-TZVPD.

Each line ends with the Mulliken charge.
Cartesian coordinates (Å):
C1 -5.4832 2.8296 0.8697  -0.34
H1 6.1927 0.4465 -0.6800  0.35
C2 5.1331 0.6629 -0.6194  -0.75
O1 1.1425 1.3444 6.3730  -0.59
Ge1 -2.8707 -1.3291 -1.2417  0.26
C3 3.0371 1.1390 -1.6765  -0.46
N1 1.2534 0.4919 2.1095  -0.24
C4 2.2247 -2.7852 -1.8108  -0.10
N2 0.9072 -1.5167 -0.3264  -0.08
C5 3.9323 -4.9514 -1.8018  -0.49
H2 -3.7656 -3.0819 -2.9915  0.36
H3 -1.5165 3.2386 -2.4461  0.38
C6 3.6952 -4.2488 -2.9771  -0.52
H4 -2.4284 -2.0309 1.1570  0.48
C7 3.3101 -4.5742 -0.6217  -0.75
C8 2.1069 1.6771 5.5519  0.40
H5 -2.4001 1.0160 -2.1077  -0.06
H6 4.6172 -5.7902 -1.8050  0.37
C9 0.9012 0.6660 3.3754  0.26
C10 1.9558 1.2996 4.1064  -0.19
C11 -3.2452 1.9555 1.0434  -0.07
H7 4.1871 -4.5598 -3.8909  0.38
H8 -2.6357 -0.0804 -3.4983  0.45
C12 -1.9489 -1.4133 0.3918  -0.38
H9 -2.0194 -3.3115 -2.6794  0.34
O2 -0.9004 0.4477 4.9162  -0.97
O3 0.5336 -3.6703 1.0772  -0.72
H10 4.8893 0.9051 -2.7389  0.38
H11 2.4409 1.2938 -2.5672  0.32
H12 -2.5304 1.2657 1.4743  0.20
Cl1 4.3791 2.3791 3.2992  -0.17
C13 -3.7374 3.6991 -0.5463  -0.49
H13 -1.0425 4.6247 -1.4435  0.43
C14 -2.1848 0.0151 -2.5030  -0.44
C15 -2.9858 -3.0834 -2.2095  -1.44
H14 -3.4237 4.3771 -1.3333  0.31
C16 -2.8159 2.8367 0.0461  0.52
H15 -4.9032 0.1152 -0.5911  0.14
O4 2.4385 -2.2306 1.6268  -0.67
H16 -6.5224 2.8257 1.1814  0.34
N3 2.4932 0.9834 1.9758  0.20
O5 -1.2897 0.0123 2.7710  -0.68
O6 1.0168 -0.8614 -2.5354  -0.89
H17 -4.9041 1.2521 2.2018  0.36
H18 -3.2129 -3.8741 -1.4874  0.36
C17 2.4546 -3.4891 -0.6573  0.25
Pt1 -0.2910 -0.5561 1.0178  1.19
C18 2.4065 1.1480 -0.4389  0.43
H19 1.3380 1.3159 -0.3564  0.24
H20 3.4890 -5.1068 0.3039  0.45
O7 3.1044 2.2491 5.9431  -0.65
H21 2.6483 -2.5769 -3.8868  0.46
C19 2.8389 -3.1530 -2.9873  -0.46
H22 -1.1025 -0.0952 -2.5848  -0.06
O8 -0.5806 2.2377 0.3638  -0.67
C20 -0.5274 0.3362 3.7279  0.89
C21 1.2980 -1.6111 -1.6164  0.48
C22 4.4011 0.9118 -1.7720  -0.63
H23 5.0751 0.4303 1.5133  0.50
H24 -5.3732 -1.0070 -1.8976  0.38
C23 3.1542 0.9324 0.7052  -0.07
C24 -5.0583 3.7093 -0.1277  -0.62
H25 0.1222 3.3161 -1.7505  0.20
H26 -5.7616 4.4015 -0.5761  0.37
C25 -0.9286 3.5439 -1.5755  -1.43
C26 -4.7999 -0.9092 -0.9611  -1.09
S1 1.5086 -2.7209 0.6362  1.32
C27 -1.3806 2.8188 -0.3252  0.71
C28 4.5119 0.6629 0.6212  -0.53
H27 -5.2290 -1.5914 -0.2177  0.35
H28 0.3049 0.9659 5.8756  0.45
C29 -4.5786 1.9516 1.4414  -0.66
C30 2.9343 1.4789 3.1637  0.08

Output
* molecular weight: 893.8 u
* energy relative to the best compared isomer or geometry (same formula, charge and spin): 19.4 kcal/mol
* highest occupied orbital energy (alpha / beta): 0.29 / 1.32 eV
* net charge: -2
* frontier orbital gap (alpha / beta): 3.921 / 2.896 eV

This record from OMol25 describes 3 unconnected molecules or ions with the total composition C5H15NO3P at a distorted geometry. The level of theory is ωB97M-V/def2-TZVPD.

Each line ends with the Mulliken charge.
Cartesian coordinates (Å):
H1 -0.4096 -2.9142 2.0197  0.24
H2 1.3291 1.0169 1.4952  0.43
P1 1.8539 -0.6449 -0.2078  0.93
C1 -0.5193 -1.8747 2.0032  -0.52
C2 -3.3326 0.1820 -0.9504  -0.29
H3 3.0587 1.0204 0.8876  0.37
C3 1.9042 0.8841 0.5705  -0.49
C4 0.0107 1.8569 -0.8183  -0.81
O1 2.5151 -1.9031 0.5007  -0.46
C5 1.4709 1.9545 -0.5113  -0.65
H4 1.8459 2.7719 -0.0163  0.42
H5 -0.3051 2.6942 -1.4818  0.36
O2 1.8243 -0.7664 -1.6560  -0.51
H6 -0.4987 1.8545 0.1597  0.30
H7 2.1714 1.6661 -1.4535  0.36
H8 -3.5636 0.7064 -0.0196  0.24
H9 -1.4952 -1.4439 2.3501  0.30
H10 -4.1652 0.2038 -1.6592  0.26
H11 -1.2038 -1.0847 0.1148  0.45
N1 -2.4186 -0.6664 -0.9979  -0.45
H12 2.5731 -2.6077 -0.2150  0.39
H13 -2.3820 -1.0528 -2.0236  0.21
O3 -0.4297 -1.5349 0.6209  -0.46
H14 0.3318 -1.1795 2.5463  0.20
H15 -0.1658 0.8614 -1.2579  0.21

Output
* molecular weight: 168.2 u
* energy relative to the best compared isomer or geometry (same formula, charge and spin): 54.1 kcal/mol
* highest occupied orbital energy: -14.16 eV
* net charge: +1
* frontier orbital gap: 9.774 eV